1.
DFT (ωB97M-V with the def2-TZVPD basis set) results for a structure of composition C37H55BrP2PdSi in a non-equilibrium geometry.

XYZ file:
```
97
C37H55BrP2PdSi ωB97M-V with the def2-TZVPD basis set
Pd -0.167 1.427 -0.585
C 3.668 1.767 -0.304
Si 2.012 0.825 0.049
C 1.968 0.542 1.947
C 3.165 0.383 2.631
C 3.206 0.291 4.010
C 2.032 0.396 4.732
C 0.829 0.562 4.071
C 0.779 0.625 2.682
P -0.800 0.734 1.757
C -1.989 -0.471 2.599
C -2.208 -0.536 4.113
C -3.378 -1.475 4.409
C -3.061 -2.883 3.918
C -2.720 -2.870 2.430
C -1.600 -1.878 2.135
C -1.628 2.422 1.976
C -2.278 2.911 3.271
C -1.283 3.446 4.294
C -0.415 4.534 3.675
C 0.305 3.998 2.442
C -0.698 3.503 1.411
C 2.097 -0.929 -0.767
C 2.869 -1.932 -0.192
C 2.951 -3.195 -0.750
C 2.264 -3.473 -1.921
C 1.483 -2.493 -2.508
C 1.380 -1.231 -1.933
P 0.296 0.065 -2.633
C 0.827 0.563 -4.363
C 1.675 1.837 -4.303
C 3.125 1.531 -3.957
C 3.735 0.592 -4.989
C 2.957 -0.715 -4.996
C 1.483 -0.464 -5.292
C -1.420 -0.619 -2.932
C -2.007 -0.900 -1.546
C -3.370 -1.568 -1.640
C -3.279 -2.936 -2.334
C -1.996 -3.077 -3.160
C -1.672 -1.785 -3.901
H 4.483 1.084 -0.517
H 3.932 2.362 0.563
H 3.563 2.442 -1.146
H 4.087 0.335 2.069
H 4.150 0.151 4.518
H 2.050 0.360 5.813
H -0.073 0.671 4.652
H -2.948 -0.200 2.129
H -2.412 0.442 4.547
H -1.321 -0.950 4.595
H -4.284 -1.107 3.923
H -3.562 -1.494 5.485
H -3.913 -3.543 4.098
H -2.210 -3.276 4.479
H -3.609 -2.591 1.859
H -2.418 -3.870 2.110
H -1.382 -1.873 1.064
H -0.686 -2.183 2.652
H -2.456 2.284 1.252
H -2.908 2.139 3.714
H -2.942 3.736 2.988
H -0.641 2.643 4.653
H -1.831 3.847 5.151
H 0.315 4.886 4.406
H -1.043 5.381 3.387
H 0.966 3.177 2.733
H 0.921 4.783 1.995
H -0.137 3.072 0.538
H -1.304 4.342 1.052
H 3.414 -1.725 0.716
H 3.544 -3.963 -0.278
H 2.336 -4.448 -2.377
H 0.958 -2.719 -3.422
H -0.148 0.839 -4.794
H 1.253 2.523 -3.562
H 1.632 2.331 -5.277
H 3.161 1.053 -2.974
H 3.696 2.460 -3.912
H 4.782 0.398 -4.752
H 3.697 1.053 -5.979
H 3.064 -1.198 -4.024
H 3.361 -1.392 -5.753
H 0.945 -1.413 -5.275
H 1.396 -0.067 -6.308
H -1.927 0.268 -3.344
H -2.112 0.063 -1.004
H -1.318 -1.542 -0.983
H -4.041 -0.907 -2.191
H -3.785 -1.692 -0.638
H -4.146 -3.069 -2.983
H -3.303 -3.736 -1.590
H -2.121 -3.888 -3.883
H -1.164 -3.345 -2.507
H -2.523 -1.528 -4.535
H -0.825 -1.945 -4.568
Br -1.350 3.012 -2.109
```

Its spin multiplicity is 1. The HOMO energy comes out at -6.813 eV. The LUMO energy is -0.011 Eh. The calculation puts the HOMO-LUMO gap at 6.514 eV. The value obtained for the relative energy (zero: lowest compared OMol25 entry of this formula, charge and spin) is 0.0 kJ/mol. The value obtained for the molar mass is 776.20 g/mol.



2.
DFT (ωB97M-V with the def2-TZVPD basis set) results for a structure of composition C19H40BNaO13 in a non-equilibrium geometry.

XYZ file:
```
74
C19H40BNaO13 ωB97M-V with the def2-TZVPD basis set
Na 0.142 -0.283 -0.434
O -1.426 -4.824 0.431
C -2.322 -4.128 0.853
O -3.288 -4.465 1.663
B -4.092 -3.261 2.029
O -3.523 -2.193 1.181
C -2.444 -2.644 0.595
O -1.572 -2.011 0.022
O -3.979 -3.018 3.505
C -5.142 -3.148 4.066
O -5.492 -3.094 5.273
C -6.141 -3.354 2.919
O -5.483 -3.523 1.840
O -7.382 -3.505 3.056
C -2.609 -0.340 -2.655
C -2.272 1.129 -2.762
C -3.436 2.045 -2.526
O -1.248 1.553 -1.871
H -1.668 -0.844 -2.877
H -3.438 -0.610 -3.309
H -2.916 -0.638 -1.652
H -1.922 1.340 -3.772
H -4.181 1.886 -3.306
H -3.180 3.089 -2.349
H -3.956 1.683 -1.639
H -1.043 2.469 -2.071
C 1.247 3.039 1.333
C 1.910 3.791 0.263
C 2.690 5.042 0.782
O 2.817 2.833 -0.256
H 0.655 2.208 0.950
H 0.678 3.679 2.009
H 2.019 2.638 1.990
H 1.182 4.061 -0.502
H 1.940 5.621 1.320
H 3.177 5.667 0.034
H 3.496 4.740 1.450
H 3.521 3.382 -0.608
C 0.971 -0.002 -4.098
C 1.502 -1.390 -3.741
C 3.061 -1.599 -3.683
O 0.872 -1.797 -2.584
H -0.112 -0.097 -4.187
H 1.297 0.289 -5.097
H 1.190 0.677 -3.274
H 1.166 -2.079 -4.516
H 3.296 -2.540 -3.186
H 3.421 -0.779 -3.061
H 3.401 -1.513 -4.715
H 0.874 -2.757 -2.570
C 0.185 -0.516 2.941
C -1.210 0.138 2.835
C -1.366 1.388 3.680
O -1.274 0.540 1.453
H 0.947 0.152 2.538
H 0.219 -1.450 2.381
H 0.324 -0.723 4.002
H -1.998 -0.580 3.066
H -2.219 1.968 3.331
H -0.458 1.954 3.470
H -1.321 1.134 4.740
H -2.107 0.983 1.275
C 3.402 -1.614 0.985
C 3.793 -0.208 0.619
C 5.082 -0.267 -0.235
O 2.815 0.242 -0.242
H 3.637 -2.204 0.099
H 2.327 -1.743 1.107
H 3.890 -2.165 1.789
H 3.861 0.445 1.489
H 4.998 -0.913 -1.109
H 5.782 -0.877 0.337
H 5.508 0.699 -0.507
H 2.925 1.193 -0.309
```

Its spin multiplicity is 1. The HOMO energy comes out at -9.026 eV. The LUMO energy is -0.019 Eh. The calculation puts the HOMO-LUMO gap at 8.516 eV. The value obtained for the relative energy (zero: lowest compared OMol25 entry of this formula, charge and spin) is 184.5 kJ/mol. The value obtained for the molar mass is 510.32 g/mol.



3.
DFT (ωB97M-V with the def2-TZVPD basis set) results for the ion C5H11N4S4 with charge +1 in a non-equilibrium geometry.

XYZ file:
```
24
C5H11N4S4 ωB97M-V with the def2-TZVPD basis set
C 1.106 1.437 -1.017
C -1.010 0.478 -0.395
C 0.818 -2.396 0.184
C -1.235 -0.901 0.335
C 0.601 1.211 1.356
N 2.400 1.258 -0.896
N -2.151 1.334 -0.207
N 0.245 1.075 -0.043
N -0.517 -2.031 -0.355
S 2.164 -1.845 -0.565
S -3.043 -1.220 0.432
S 3.146 0.165 0.169
S -3.528 0.499 -0.701
H 0.705 1.814 -1.949
H -0.997 0.257 -1.472
H 0.794 -2.873 1.146
H -0.864 -0.881 1.362
H 1.253 2.074 1.480
H -0.302 1.383 1.938
H 1.130 0.336 1.743
H 3.018 1.698 -1.572
H -2.225 1.805 0.688
H -0.378 -1.821 -1.355
H -1.131 -2.858 -0.305
```

Its spin multiplicity is 1. The HOMO energy comes out at -11.339 eV. The LUMO energy is -0.144 Eh. The calculation puts the HOMO-LUMO gap at 7.430 eV. As for the total charge: +1. The value obtained for the relative energy (zero: lowest compared OMol25 entry of this formula, charge and spin) is 0.0 kJ/mol. The value obtained for the molar mass is 255.44 g/mol.



4.
DFT (ωB97M-V with the def2-TZVPD basis set) results for a structure of composition C7H11N in a non-equilibrium geometry.

XYZ file:
```
19
C7H11N ωB97M-V with the def2-TZVPD basis set
C 2.001 -0.562 -1.837
C 1.318 -0.915 -0.712
C 0.304 -0.178 -0.031
C -1.089 -0.811 -0.068
C -1.945 0.211 0.643
C -0.764 1.207 0.846
C 0.462 0.418 1.388
H 2.625 -1.366 -2.218
H 1.954 0.343 -2.493
H 1.586 -1.959 -0.312
H -1.035 -1.808 0.481
H -1.432 -1.065 -1.094
H -2.756 0.485 0.012
H -2.268 -0.127 1.683
H -1.004 2.189 1.241
H 0.311 -0.177 2.313
H 1.233 1.151 1.443
H 0.616 1.815 -0.657
N -0.116 1.148 -0.629
```

Its spin multiplicity is 1. The HOMO energy comes out at -9.231 eV. The LUMO energy is 0.038 Eh. The calculation puts the HOMO-LUMO gap at 10.265 eV. The value obtained for the relative energy (zero: lowest compared OMol25 entry of this formula, charge and spin) is 279.0 kJ/mol. The value obtained for the molar mass is 109.17 g/mol.



| no. | energy (Eh) |
| --- | --- |
| 1 | -5117.0806 |
| 2 | -1913.4673 |
| 3 | -2008.5649 |
| 4 | -327.9817 |